No. 1
# C20H48O9P2

A cluster of 7 separate species, C20H48O9P2 in total at a distorted geometry (wB97M-V/def2-TZVPD, OMol25).

HOMO-LUMO gap: 8.7 eV
HOMO energy: -8.4 eV
Charge: 0
Strongest force on any atom: 5.0 eV/Å
SMILES: Cc1ccccc1CPP(=O)(O)O.CCO.CCO.CCO.CCO.CCO.CCO
LUMO energy: 0.289 eV

Last column: Mulliken charge in e.
Atoms and positions in Å:
C  2.208  -5.211  0.401  -1.270
C  1.564  -3.793  -0.050  0.517
C  2.252  -2.531  0.562  -0.849
C  1.753  -1.115  0.171  -0.398
C  0.553  -0.986  -0.848  -0.569
C  -0.150  -2.256  -1.422  -0.240
C  0.360  -3.661  -1.017  0.811
C  -0.354  -4.979  -1.598  -0.679
P  -2.245  -4.744  -1.803  -0.090
P  -3.182  -4.395  0.140  0.957
O  -4.654  -4.878  0.011  -0.660
O  -2.506  -5.375  1.391  -0.533
O  -3.264  -2.754  0.599  -0.492
H  2.839  -5.118  1.351  0.329
H  1.448  -6.058  0.422  0.258
H  2.954  -5.471  -0.446  0.289
H  3.129  -2.595  1.294  0.234
H  2.210  -0.130  0.566  0.389
H  0.196  0.051  -1.165  0.358
H  -1.006  -2.094  -2.154  0.347
H  0.113  -5.338  -2.586  0.402
H  -0.243  -5.856  -0.856  0.214
H  -2.505  -3.529  -2.555  0.080
H  -3.287  -5.587  1.954  0.310
H  -2.616  -2.199  0.108  0.364
C  -1.344  2.411  2.534  -0.939
C  -1.659  1.953  1.126  -0.225
O  -0.844  0.835  0.786  -0.200
H  -0.288  2.681  2.619  0.046
H  -1.953  3.276  2.811  0.436
H  -1.528  1.606  3.252  0.358
H  -1.454  2.752  0.409  0.291
H  -2.711  1.668  1.031  0.071
H  -1.039  0.131  1.420  0.189
C  -2.604  0.804  -4.810  -0.973
C  -2.377  -0.651  -5.170  -0.305
O  -2.113  -1.411  -3.995  -0.480
H  -1.729  1.214  -4.299  0.233
H  -2.802  1.400  -5.704  0.367
H  -3.451  0.906  -4.125  0.278
H  -1.518  -0.750  -5.836  0.294
H  -3.254  -1.071  -5.671  0.270
H  -2.881  -1.325  -3.414  0.223
C  2.205  4.868  1.004  -1.127
C  3.048  3.637  0.735  -0.211
O  2.272  2.460  0.934  -0.217
H  1.819  4.854  2.027  0.248
H  2.789  5.780  0.860  0.397
H  1.338  4.896  0.336  0.316
H  3.900  3.601  1.418  0.361
H  3.427  3.638  -0.291  0.161
H  1.526  2.492  0.320  0.094
C  -6.633  1.297  1.001  -1.027
C  -6.309  1.207  -0.477  -0.238
O  -4.908  1.044  -0.664  -0.432
H  -6.105  2.137  1.459  0.247
H  -7.707  1.428  1.158  0.370
H  -6.309  0.393  1.524  0.295
H  -6.615  2.120  -0.992  0.280
H  -6.827  0.360  -0.939  0.289
H  -4.646  0.230  -0.214  0.198
C  1.880  0.081  4.265  -0.602
C  1.869  1.314  5.146  -0.254
O  2.910  2.202  4.756  -0.550
H  2.843  -0.432  4.335  0.294
H  1.087  -0.614  4.556  0.338
H  1.740  0.354  3.214  -0.046
H  2.031  1.040  6.191  0.326
H  0.911  1.840  5.071  0.192
H  2.753  2.446  3.832  0.276
C  7.065  2.358  -1.901  -1.181
C  5.729  1.968  -1.298  0.010
O  4.667  2.452  -2.112  -0.538
H  7.142  3.444  -1.994  0.298
H  7.892  1.997  -1.283  0.327
H  7.171  1.942  -2.907  0.342
H  5.618  2.403  -0.302  0.235
H  5.640  0.881  -1.212  0.225
H  4.769  2.056  -2.987  0.291

---

No. 2
# C20H50B2IN6O7P4S

A cluster of 3 separate species, C20H50B2IN6O7P4S in total at a distorted geometry (wB97M-V/def2-TZVPD, OMol25).

HOMO-LUMO gap: 5.1 eV
HOMO energy: -4.1 eV
Charge: -1
Strongest force on any atom: 7.4 eV/Å
LUMO energy: 0.972 eV

Last column: Mulliken charge in e.
Atoms and positions in Å:
C  -2.653  1.695  -5.394  -0.887
B  -2.185  1.272  -3.917  0.762
O  -0.797  1.531  -3.595  -0.616
B  -3.194  0.607  -2.729  -0.216
C  -2.423  -0.576  -1.845  -0.766
O  -2.519  -0.214  -0.435  0.210
C  -1.480  -0.710  0.326  0.024
C  -0.065  -0.549  0.045  0.174
C  0.989  -1.090  0.911  -0.709
C  0.625  -1.795  2.135  -0.314
C  -0.793  -1.947  2.430  -0.374
C  -1.841  -1.436  1.561  -0.386
P  -4.792  -0.182  -3.477  -0.257
O  -5.537  -1.203  -2.351  -0.421
I  -4.075  -1.731  -5.318  -0.316
P  -3.742  2.111  -1.634  0.742
O  -4.171  3.326  -2.742  -0.565
O  -2.441  2.793  -0.787  -0.447
S  -5.262  1.723  -0.470  -0.470
H  -1.911  1.427  -6.204  0.223
H  -2.696  2.829  -5.398  0.223
H  -3.678  1.352  -5.682  0.247
H  -0.244  0.766  -3.823  0.255
H  -1.376  -0.631  -2.235  0.212
H  -2.909  -1.578  -2.045  0.300
H  0.275  0.010  -0.862  0.244
H  2.062  -0.963  0.641  0.324
H  1.395  -2.191  2.829  0.315
H  -1.088  -2.463  3.370  0.282
H  -2.919  -1.567  1.823  0.339
H  -5.082  -1.088  -1.493  0.359
H  -3.740  4.144  -2.413  0.284
H  -2.519  2.476  0.135  0.264
O  0.644  -4.990  3.072  -0.756
P  1.114  -6.331  3.634  1.049
N  2.524  -6.405  2.664  0.284
C  2.841  -7.226  1.521  -1.245
C  3.503  -5.342  2.857  -0.924
N  -0.243  -7.193  3.000  0.109
C  -0.214  -8.042  1.831  -1.146
C  -1.512  -6.456  3.021  -1.107
N  1.607  -7.803  4.433  -0.082
C  2.953  -8.332  4.546  -0.958
C  0.628  -8.637  5.124  -1.006
H  3.888  -7.551  1.565  0.438
H  2.691  -6.685  0.580  0.324
H  2.281  -8.156  1.483  0.358
H  3.968  -5.423  3.850  0.337
H  3.048  -4.350  2.784  0.052
H  4.310  -5.375  2.125  0.403
H  0.073  -7.490  0.927  0.315
H  -1.194  -8.491  1.644  0.391
H  0.452  -8.896  1.982  0.279
H  -1.606  -5.776  2.167  0.372
H  -1.604  -5.874  3.939  0.315
H  -2.359  -7.150  3.008  0.360
H  3.153  -9.051  3.747  0.265
H  3.106  -8.850  5.499  0.359
H  3.716  -7.555  4.525  0.249
H  0.334  -9.485  4.499  0.278
H  -0.266  -8.074  5.386  0.313
H  1.019  -9.032  6.067  0.376
O  -1.236  7.045  -1.797  -0.832
P  0.260  7.131  -2.098  1.089
N  0.624  5.575  -1.496  0.394
C  1.301  5.166  -0.290  -1.238
C  -0.017  4.446  -2.170  -1.268
N  0.516  8.428  -0.980  0.142
C  1.120  8.289  0.325  -1.170
C  -0.576  9.401  -0.896  -1.100
N  1.924  7.308  -2.598  -0.007
C  2.872  6.247  -2.881  -0.876
C  2.498  8.633  -2.819  -1.011
H  1.950  4.305  -0.493  0.424
H  0.591  4.880  0.495  0.286
H  1.979  5.917  0.106  0.384
H  0.375  4.337  -3.191  0.329
H  -1.099  4.577  -2.243  0.251
H  0.149  3.497  -1.664  0.356
H  0.548  7.615  0.975  0.319
H  1.189  9.256  0.833  0.403
H  2.155  7.950  0.244  0.272
H  -1.383  9.057  -0.238  0.319
H  -0.995  9.597  -1.884  0.340
H  -0.207  10.362  -0.521  0.363
H  3.473  6.021  -1.995  0.260
H  3.562  6.523  -3.684  0.359
H  2.391  5.333  -3.226  0.201
H  3.089  8.946  -1.952  0.278
H  1.727  9.379  -3.001  0.310
H  3.150  8.656  -3.698  0.378

---

No. 3
# C20H50B2N17O12

A cluster of 9 separate species, C20H50B2N17O12 in total at a distorted geometry (wB97M-V/def2-TZVPD, OMol25).

HOMO-LUMO gap: 6.5 eV
HOMO energy: -10.7 eV
Charge: +1
Strongest force on any atom: 3.1 eV/Å
LUMO energy: -4.222 eV

Last column: Mulliken charge in e.
Atoms and positions in Å:
C  5.043  2.336  1.913  -0.992
B  3.901  1.259  1.759  0.549
O  4.143  -0.068  2.026  -0.668
C  2.447  1.765  1.311  -0.151
C  1.530  2.009  2.312  -0.678
N  0.295  2.467  2.071  0.053
C  -0.654  2.691  3.160  -1.165
C  -0.523  4.154  3.676  0.564
C  -0.982  4.327  5.196  -0.950
O  -1.651  4.843  3.844  -0.425
C  -0.080  2.695  0.804  -0.693
C  0.761  2.469  -0.268  0.208
C  0.192  2.774  -1.646  -0.429
C  -0.670  4.032  -1.585  -0.401
O  -1.843  4.023  -1.825  -0.424
C  2.065  1.973  -0.041  0.831
B  3.068  1.646  -1.258  0.312
C  2.591  1.011  -2.611  -0.959
O  4.405  1.957  -1.131  -0.438
H  5.443  2.632  0.944  0.311
H  5.867  1.960  2.525  0.344
H  4.674  3.246  2.400  0.338
H  4.413  -0.199  2.942  0.314
H  1.794  1.824  3.347  0.432
H  -0.452  2.057  4.017  0.454
H  -1.688  2.570  2.847  0.427
H  0.352  4.724  3.358  0.502
H  -1.552  5.068  5.769  0.450
H  -0.018  4.911  5.365  0.209
H  -1.095  3.049  0.672  0.594
H  0.978  2.972  -2.371  0.322
H  -0.443  1.944  -1.957  0.342
H  -0.159  4.964  -1.272  0.437
H  3.314  0.286  -2.986  0.431
H  2.614  1.833  -3.341  0.343
H  1.578  0.611  -2.591  0.296
H  4.933  1.142  -1.084  0.266
C  -4.549  1.131  -0.151  0.649
O  -4.243  0.309  0.700  -0.694
N  -5.819  1.261  -0.621  -0.360
N  -3.628  1.992  -0.684  -0.224
H  -6.098  1.933  -1.310  0.154
H  -6.507  0.634  -0.244  0.223
H  -2.693  1.898  -0.345  0.105
H  -3.823  2.686  -1.380  0.186
C  3.373  -2.419  -4.941  0.603
O  3.272  -1.217  -4.721  -0.686
N  4.400  -2.961  -5.643  -0.298
N  2.452  -3.325  -4.499  -0.374
H  4.483  -3.949  -5.820  0.215
H  5.098  -2.335  -5.995  0.173
H  1.671  -2.972  -3.979  0.175
H  2.529  -4.313  -4.680  0.204
C  7.604  -0.965  -0.919  0.698
O  6.624  -1.098  -1.642  -0.632
N  8.799  -0.522  -1.380  -0.339
N  7.558  -1.257  0.421  -0.417
H  9.610  -0.407  -0.804  0.156
H  8.850  -0.278  -2.356  0.212
H  6.688  -1.592  0.788  0.193
H  8.343  -1.161  1.035  0.154
C  -8.657  0.840  3.047  0.535
O  -9.422  1.355  3.848  -0.662
N  -9.062  -0.058  2.108  -0.239
N  -7.316  1.118  3.038  -0.306
H  -8.443  -0.497  1.446  0.129
H  -10.037  -0.289  2.090  0.179
H  -6.983  1.779  3.715  0.228
H  -6.659  0.699  2.404  0.124
C  -7.736  -1.582  6.700  0.532
O  -7.428  -2.426  7.523  -0.651
N  -9.017  -1.407  6.257  -0.326
N  -6.822  -0.729  6.144  -0.309
H  -9.284  -0.708  5.585  0.190
H  -9.719  -2.010  6.642  0.187
H  -5.869  -0.813  6.441  0.177
H  -7.066  -0.033  5.463  0.198
C  4.176  -6.561  -3.848  0.701
O  4.089  -6.008  -4.939  -0.702
N  3.484  -6.151  -2.746  -0.301
N  4.984  -7.639  -3.657  -0.436
H  3.553  -6.600  -1.853  0.176
H  2.889  -5.350  -2.839  0.170
H  5.508  -7.966  -4.448  0.223
H  5.079  -8.114  -2.780  0.155
C  7.438  1.667  -4.505  0.687
O  8.107  1.494  -3.498  -0.619
N  7.398  2.868  -5.155  -0.449
N  6.679  0.677  -5.055  -0.288
H  6.858  3.034  -5.982  0.154
H  7.948  3.615  -4.774  0.215
H  6.682  -0.215  -4.592  0.155
H  6.119  0.798  -5.877  0.139
C  -8.464  -3.319  0.758  0.696
O  -7.766  -2.351  0.486  -0.683
N  -7.943  -4.462  1.282  -0.403
N  -9.814  -3.327  0.557  -0.378
H  -8.491  -5.267  1.514  0.162
H  -6.953  -4.482  1.443  0.224
H  -10.227  -2.503  0.163  0.215
H  -10.403  -4.109  0.773  0.166